Record 1
# C4H6N2

An isolated molecule of C4H6N2 at a distorted geometry (the ωB97M-V functional and the def2-TZVPD basis, the Open Molecules 2025 dataset).

Summary:
**Kohn-Sham gap**: 9.5 eV
**ΔE to the lowest compared entry with this formula, charge and spin**: 295.28 kJ/mol
**Highest occupied orbital energy**: -8.83 eV
**DFT total energy**: -7222.531 eV

Geometry as ORCA input:
```
! wB97M-V def2-TZVPD RIJCOSX def2/J DEFGRID3
* xyz 0 1
N 2.08 1.38 0.57
N 0.21 -1.18 -0.47
C -1.16 0.89 -0.28
C -0.13 -0.02 0.36
C 1.21 -1.99 -0.18
C 1.12 0.75 0.51
H -0.17 -1.15 -1.41
H -0.45 -0.37 1.35
H 1.48 -1.71 0.87
H -1.23 1.81 0.30
H -2.14 0.42 -0.34
H -0.82 1.16 -1.29
*
```

---

Record 2
# C5H6O2

An isolated molecule of C5H6O2 (the ωB97M-V functional and the def2-TZVPD basis, the Open Molecules 2025 dataset).

Summary:
**Kohn-Sham gap**: 10.7 eV
**ΔE to the lowest compared entry with this formula, charge and spin**: 231.37 kJ/mol
**Highest occupied orbital energy**: -9.89 eV
**DFT total energy**: -9374.698 eV
**SMILES**: O=CCC#CCO

Geometry as ORCA input:
```
! wB97M-V def2-TZVPD RIJCOSX def2/J DEFGRID3
* xyz 0 1
O 2.68 1.91 -0.37
O -1.16 -1.91 -1.78
C -1.68 -1.51 -0.53
C -0.78 -0.60 0.19
C 1.52 1.84 -0.05
C 0.03 0.12 0.73
C 1.03 1.08 1.18
H -2.62 -0.99 -0.75
H -1.92 -2.38 0.10
H 0.72 2.30 -0.65
H 0.58 1.80 1.88
H -0.27 -2.25 -1.63
H 1.88 0.61 1.67
*
```

---

Record 3
# C7H26O6

A cluster of 6 separate species, C7H26O6 in total at a distorted geometry (the ωB97M-V functional and the def2-TZVPD basis, the Open Molecules 2025 dataset).

Summary:
**Kohn-Sham gap**: 10.1 eV
**ΔE to the lowest compared entry with this formula, charge and spin**: 224.28 kJ/mol
**Highest occupied orbital energy**: -9.56 eV
**DFT total energy**: -19962.328 eV
**SMILES**: CCO.CO.CO.CO.CO.CO

Geometry as ORCA input:
```
! wB97M-V def2-TZVPD RIJCOSX def2/J DEFGRID3
* xyz 0 1
O 2.84 2.69 0.66
O 1.45 -0.21 3.81
O -4.34 -1.80 -1.95
O -0.29 -0.38 -0.91
O 0.80 -2.29 0.77
O -1.62 2.09 -0.51
C 1.58 0.40 2.56
C -3.04 -2.19 -1.80
C 0.58 0.46 -1.65
C 3.48 2.87 -0.55
C -2.81 1.63 -1.09
C 0.22 0.88 2.14
C 0.24 -3.42 0.25
H -1.03 1.38 -0.55
H -2.74 1.21 -2.12
H 0.00 -3.22 -0.76
H -4.90 -2.46 -1.49
H 2.03 -0.29 1.79
H 0.04 1.02 -2.43
H 0.09 -0.90 -0.20
H -2.33 -1.35 -2.04
H 3.78 3.90 -0.75
H -3.17 0.84 -0.42
H 0.35 1.36 1.18
H 3.57 2.78 1.31
H 2.83 2.60 -1.36
H -0.13 1.63 2.87
H 0.65 -2.22 1.71
H -0.62 0.17 2.00
H -3.62 2.40 -1.15
H 2.32 1.21 2.71
H -2.74 -2.54 -0.78
H -2.80 -3.04 -2.45
H 4.42 2.29 -0.72
H 1.33 -0.10 -2.20
H 1.00 1.21 -1.05
H -0.67 -3.79 0.70
H 0.99 -4.24 0.37
H 2.28 -0.55 4.11
*
```

---

Record 4
# C33H23BrN6O3SeW

A structure of composition C33H23BrN6O3SeW (the ωB97M-V functional and the def2-TZVPD basis, the Open Molecules 2025 dataset).

Summary:
**Kohn-Sham gap**: 5.3 eV
**Highest occupied orbital energy**: -13.13 eV
**DFT total energy**: -186880.029 eV

Geometry as ORCA input:
```
! wB97M-V def2-TZVPD RIJCOSX def2/J DEFGRID3
* xyz 2 1
W 0.77 -1.49 1.45
Br -4.43 4.30 -0.61
Se 0.87 -3.62 2.04
O 0.16 0.91 4.56
O 0.18 -1.59 -0.34
O 0.88 -0.69 3.15
N -1.42 -1.17 1.54
N -6.09 -1.50 -1.29
N 3.50 -1.92 -0.20
N -5.26 -2.41 -1.24
N 3.72 -0.43 1.35
N 0.95 0.91 1.16
C -2.01 -1.52 0.36
C -4.19 -1.46 1.35
C 4.95 -0.50 0.72
C 2.85 -1.30 0.79
C 2.99 -2.95 -1.09
C 0.55 0.61 3.48
C 0.72 1.52 2.31
C 4.81 -1.44 -0.28
C 6.15 0.17 0.94
C -2.20 -0.96 2.60
C -1.58 -2.28 -1.88
C -4.96 2.51 -0.87
C -5.68 -0.13 -1.20
C -3.39 -1.71 0.21
C 7.05 -1.12 -0.92
C 0.60 2.90 2.48
C 1.52 3.27 -2.23
C -1.13 -1.79 -0.69
C 1.03 3.09 0.12
C 1.65 1.86 -2.30
C -3.59 -1.07 2.52
C -4.74 0.44 -2.05
C -3.86 -2.15 -1.06
C -2.97 -2.46 -2.05
C -5.93 1.96 -0.04
C 7.19 -0.16 0.10
C 5.86 -1.78 -1.13
C 0.76 3.68 1.36
C 1.13 1.67 0.04
C -6.31 0.64 -0.23
C 1.22 3.87 -1.05
C 1.45 1.08 -1.20
C -4.39 1.77 -1.89
H -1.72 -0.72 3.54
H 3.70 -3.77 -1.13
H 0.40 3.30 3.46
H -3.34 -2.85 -2.99
H -5.26 -1.60 1.30
H 5.76 -2.52 -1.91
H -0.90 -2.51 -2.68
H -4.31 -0.14 -2.86
H -6.40 2.56 0.72
H 3.50 0.15 2.14
H -7.10 0.20 0.37
H 1.13 4.94 -0.98
H 0.67 4.76 1.43
H 2.84 -2.54 -2.09
H 6.27 0.90 1.73
H 8.15 0.33 0.23
H 7.90 -1.34 -1.55
H 2.04 -3.33 -0.71
H -3.68 2.23 -2.56
H 1.90 1.40 -3.25
H 1.68 3.86 -3.12
H 1.53 0.00 -1.28
H -4.18 -0.88 3.41
*
```

---

Record 5
# C19H39O3P3Zr

A structure of composition C19H39O3P3Zr at a distorted geometry (the ωB97M-V functional and the def2-TZVPD basis, the Open Molecules 2025 dataset).

Summary:
**Kohn-Sham gap (spin up / spin down)**: 4.3 / 4.3 eV
**ΔE to the lowest compared entry with this formula, charge and spin**: 0.00 kJ/mol
**Highest occupied orbital energy (spin up / spin down)**: -20.18 / -20.17 eV
**DFT total energy**: -55580.467 eV

Geometry as ORCA input:
```
! wB97M-V def2-TZVPD RIJCOSX def2/J DEFGRID3
* xyz 4 1
Zr 0.89 0.32 -1.48
P 3.19 -1.04 -0.56
P -2.68 -2.17 -0.70
P -0.47 3.58 0.93
O 0.89 1.07 0.87
O -2.40 0.50 1.87
O -0.01 -2.11 0.88
C 0.54 4.83 0.12
C 4.48 0.25 -0.60
C -0.40 3.64 2.71
C 0.30 2.00 0.29
C -3.08 0.19 4.20
C -0.02 1.90 -2.79
C 3.85 -2.34 -1.65
C -0.27 -0.49 -3.25
C -3.40 -2.87 0.82
C -4.15 -1.63 -1.65
C 1.37 1.81 -3.07
C -2.00 -0.03 3.16
C 1.10 -0.57 -3.57
C 3.36 -1.73 1.11
C -2.24 -3.69 -1.63
C 1.93 0.57 -3.46
C -0.12 -1.47 -0.09
C -2.14 3.46 0.29
C -0.83 0.74 -2.83
H 2.02 2.69 -2.99
H -2.61 -3.03 1.57
H -0.45 2.86 -2.52
H -2.54 -0.25 1.26
H 4.89 -2.58 -1.38
H 4.41 -2.01 1.28
H -4.15 -2.18 1.24
H -0.90 -1.38 -3.34
H -3.12 -4.34 -1.70
H -4.61 -0.78 -1.14
H -2.12 3.18 -0.78
H 3.81 -2.02 -2.70
H -1.42 -4.22 -1.14
H -3.34 1.24 4.32
H 2.72 -2.62 1.22
H 2.98 0.49 -3.72
H 4.32 0.97 0.21
H -1.77 -1.11 3.06
H -1.08 0.50 3.43
H 0.63 3.53 3.06
H -3.99 -0.36 3.95
H 1.52 -1.50 -3.94
H 0.25 5.84 0.43
H -3.83 -1.31 -2.65
H -2.72 -0.18 5.17
H -0.80 4.60 3.05
H -2.65 4.43 0.38
H -3.86 -3.84 0.58
H 0.44 4.76 -0.97
H -2.68 2.69 0.85
H 3.06 -0.97 1.84
H 3.24 -3.26 -1.56
H 5.47 -0.21 -0.49
H 1.61 4.67 0.36
H -1.01 2.83 3.14
H -4.86 -2.46 -1.74
H 4.45 0.81 -1.55
H -1.90 0.80 -2.64
H -1.91 -3.43 -2.65
*
```

---

Record 6
# C34H54F5IN3O19P2

A structure of composition C34H54F5IN3O19P2 at a distorted geometry (the ωB97M-V functional and the def2-TZVPD basis, the Open Molecules 2025 dataset).

Summary:
**Kohn-Sham gap**: 6.1 eV
**Highest occupied orbital energy**: -10.49 eV
**DFT total energy**: -119754.715 eV

Geometry as ORCA input:
```
! wB97M-V def2-TZVPD RIJCOSX def2/J DEFGRID3
* xyz 1 1
I -1.13 2.07 0.54
P -0.89 -3.38 0.98
P 0.54 0.32 -1.42
F -0.14 -1.36 4.32
F 7.21 -0.43 -5.54
F -7.60 -3.88 3.92
F -10.71 -0.74 -0.82
F 9.36 4.20 -7.55
O 7.31 3.29 -7.62
O -6.93 -0.53 3.82
O -11.41 -0.83 1.31
O -9.64 -1.90 2.21
O -6.46 -2.42 2.66
O -5.81 -0.39 1.83
O -1.37 -2.21 -0.22
O 5.39 2.34 -6.85
O 4.61 2.43 1.00
O -1.64 5.18 2.24
O 6.77 3.48 -5.44
O -1.72 -3.08 2.33
O 5.16 -1.33 -5.62
O -0.03 6.76 3.33
O -1.32 -5.04 0.56
O 3.72 2.89 -1.18
O 3.24 -2.29 -4.85
O 4.62 -1.14 -3.43
O -11.50 -1.52 3.48
N 0.79 1.15 3.20
N 0.96 1.96 0.72
N 1.67 3.40 2.65
C -10.90 -1.42 2.42
C -7.55 -1.60 4.49
C 3.77 2.02 -0.17
C 0.72 3.15 -2.43
C -1.87 -5.13 -0.80
C -10.30 -0.61 0.47
C 3.07 0.55 -0.08
C 5.95 -0.30 -5.06
C 2.06 4.60 1.82
C 1.21 1.62 -2.72
C 4.25 -1.64 -4.65
C -9.37 -1.71 0.84
C -0.08 -1.54 -3.51
C -0.76 -5.00 -2.01
C -6.80 -2.79 3.98
C 1.61 -0.08 2.88
C -2.51 -1.38 0.21
C 1.06 -0.61 1.39
C 1.18 2.20 2.19
C -0.32 5.87 2.38
C 0.86 -0.30 6.68
C 1.80 -2.05 1.13
C 1.33 -1.16 4.09
C 1.46 0.57 0.28
C -6.35 -1.06 2.69
C 8.10 4.32 -7.07
C 5.91 -0.58 -3.60
C 6.40 2.98 -6.66
C 1.99 -0.65 5.55
C 0.80 5.48 1.23
C 0.94 -3.39 1.46
C 0.98 -1.34 -2.24
C 8.05 4.04 -5.61
C -3.96 -2.19 0.19
H -2.33 -6.22 -0.90
H 1.45 -4.28 0.85
H 2.73 0.25 5.33
H -1.23 -4.26 -2.81
H 1.45 0.03 7.66
H -0.68 -6.06 -2.55
H -0.46 3.25 -2.56
H -8.61 -1.63 4.23
H 0.97 1.53 4.15
H 0.97 3.57 -1.37
H 3.22 -0.03 -1.10
H -1.19 -1.32 -3.15
H 0.86 -2.29 -1.57
H -5.89 -3.02 4.55
H 2.06 -1.29 -2.73
H -9.90 0.39 0.64
H 2.74 -2.07 1.87
H 2.74 0.24 2.85
H 2.66 5.34 2.54
H 6.66 -1.31 -3.28
H 0.69 1.29 -3.74
H -1.72 5.02 1.23
H -8.32 -1.44 0.68
H 1.83 -2.22 3.91
H 0.30 -4.67 -1.64
H 1.18 3.89 -3.24
H -4.46 -2.15 -0.89
H -0.10 -0.66 1.49
H 7.69 5.30 -7.35
H 1.28 6.49 0.81
H 0.12 0.55 6.35
H 6.02 0.33 -3.00
H 2.78 4.38 0.92
H 4.75 3.43 1.00
H 8.17 4.95 -5.01
H 2.37 1.49 -2.91
H -7.46 -1.49 5.58
H 0.22 -0.88 -4.44
H 5.54 0.67 -5.35
H -9.57 -2.64 0.30
H -2.32 -0.79 1.21
H 2.30 -2.16 0.05
H 8.81 3.31 -5.29
H 1.77 3.51 3.71
H -4.63 -1.64 0.98
H -0.05 -2.67 -3.84
H 0.27 -1.29 7.00
H 3.72 -0.07 0.71
H 2.66 -1.51 5.98
H -3.79 -3.30 0.56
H -2.62 -0.53 -0.63
H 0.36 4.92 0.30
H 0.99 -3.74 2.60
H -2.75 -4.39 -1.03
*
```